A cluster of 4 separate species, C4H19N2O4 in total, computed with the ωB97M-V functional and the def2-TZVPD basis.

Geometry as XYZ:
```
29
Properties=species:S:1:pos:R:3:forces:R:3
N 0.111160 -1.454160 -2.052244 -0.421 3.079 0.855
C 1.540868 -1.099354 -1.704464 2.470 -0.749 -2.523
C 1.719050 -0.448072 -0.360329 -1.658 -0.123 1.509
N 0.749570 -1.083605 0.668504 0.141 3.316 -1.667
C 0.050873 0.001100 1.500069 0.326 -3.544 1.583
C -1.410662 -0.042344 1.056726 0.260 -0.189 0.536
O -1.432848 0.542606 -0.168916 -0.168 0.890 -3.542
H -0.269413 -2.300999 -1.517512 0.128 0.630 0.563
H -0.048636 -1.582784 -3.019168 0.445 -0.426 -1.517
H -0.487968 -0.547600 -1.866248 0.986 -2.093 0.483
H 2.262253 -2.000379 -1.761446 -1.762 0.905 -0.079
H 1.936733 -0.418878 -2.567951 -0.769 -1.016 1.651
H 2.763578 -0.482808 -0.010225 -0.340 -0.150 -0.362
H 1.440626 0.613793 -0.459329 0.004 -0.421 0.289
H 1.179140 -1.752369 1.226141 1.518 -0.935 1.351
H 0.134549 -0.318048 2.582369 0.009 0.489 -0.976
H 0.618297 0.877896 1.310773 -0.456 0.835 0.119
H -2.133666 0.619428 1.661984 0.849 -2.058 0.078
H -1.563236 -1.159336 0.746929 -0.781 1.948 1.907
H -1.623612 1.486751 -0.081699 -0.012 0.250 -0.080
H -2.971526 3.447451 0.617328 -1.122 -0.306 0.118
H -1.648849 3.834622 0.410490 4.337 5.010 0.350
O -2.128945 3.109336 0.341950 -3.267 -4.630 -0.417
H -1.686913 -3.003851 -0.274762 2.044 -0.173 0.501
H -0.238741 -2.587654 0.405137 -0.275 0.793 0.237
O -0.681451 -3.057523 -0.308065 -2.700 -1.931 -0.933
H 1.625539 3.309659 0.690860 0.000 0.636 -1.119
H 1.336147 2.648081 1.899792 -1.607 0.060 -1.004
O 0.858084 2.849041 1.033308 1.822 -0.099 2.088
```
Positions in Å, forces in eV/Å.

Values from the calculation:
HOMO (Eh): -0.46682
DFT total energy (eV): -15618.359
Gap between HOMO and LUMO (eV): 10.1838
Charge: +1
Energy relative to the best compared isomer or geometry (same formula, charge and spin) (kcal/mol): 72.5
2S+1: 1
LUMO energy (eV): -2.52
Max |F| (eV/A): 6.64

Here are the Löwdin charges for atoms 1 to 5, given in e: 0.15, -0.16, -0.16, -0.07, -0.15

=====

A cluster of 6 separate species, C4H19NO6 in total, computed with the ωB97M-V functional and the def2-TZVPD basis.

Geometry as XYZ:
```
30
Properties=species:S:1:pos:R:3:forces:R:3
C -0.728750 -0.495485 -2.685296 -0.874 -0.179 -1.693
C -0.329239 0.954896 -2.497250 0.855 -0.224 0.452
C 0.798452 1.175139 -1.484355 -0.395 1.117 0.766
O 1.219865 2.318167 -1.347948 0.258 -0.326 -0.517
N 1.123443 0.202176 -0.580520 -0.735 0.539 -0.727
C 1.663133 0.557349 0.751437 0.346 -1.035 -1.710
H -1.611332 -0.559411 -3.338415 -0.066 0.228 0.277
H -0.035947 -1.098633 -3.283937 0.444 0.173 0.510
H -1.022832 -1.023203 -1.785554 0.178 0.034 0.270
H -1.166494 1.554282 -2.125116 -0.034 -0.230 0.341
H -0.038242 1.537650 -3.373809 0.057 -0.604 -0.310
H 1.035395 -0.739503 -0.921580 -0.101 -0.193 0.557
H 1.794004 1.626586 0.733445 -0.024 0.203 0.274
H 2.631691 0.057814 0.775187 0.031 0.132 0.809
H 0.951103 0.220006 1.496774 0.307 0.067 0.289
O -1.119844 -3.057348 -0.383024 -0.784 0.965 -0.079
H -1.556708 -3.906739 -0.319070 0.387 -0.266 -0.210
H -0.293793 -3.118360 -0.859998 0.106 -0.670 0.088
O -0.437136 -1.078994 3.249926 -0.467 0.281 -0.107
H -1.214200 -1.648367 3.299915 0.033 -0.008 0.370
H -0.789066 -0.395693 2.641555 0.194 -0.123 0.142
O 0.601789 -3.189824 1.790265 0.714 -0.350 -0.231
H 1.082086 -2.357376 1.818438 0.095 -0.017 0.178
H -0.205340 -2.942011 2.235799 -0.186 0.030 0.009
O -1.730475 0.246352 1.272008 0.135 -1.181 1.203
H -1.334736 0.037667 0.426379 -0.279 0.777 -0.438
H -2.222355 1.048643 1.410089 0.102 0.569 -0.927
O -0.139131 3.567694 0.461768 -0.691 0.351 0.946
H 0.730223 3.927360 0.284903 0.161 -0.071 -0.219
H -0.429602 3.216168 -0.377480 0.233 0.011 -0.313
```
Positions in Å, forces in eV/Å.

Values from the calculation:
HOMO (Eh): -0.36317
DFT total energy (eV): -18231.093
Gap between HOMO and LUMO (eV): 10.2383
Charge: 0
Energy relative to the best compared isomer or geometry (same formula, charge and spin) (kcal/mol): 30.4
2S+1: 1
LUMO energy (eV): 0.36
Max |F| (eV/A): 2.03

Here are the Löwdin charges for atoms 1 to 5, given in e: -0.11, -0.15, -0.49, 0.00, 0.02

=====

A cluster of 7 separate species, C4H19NO9 in total, computed with the ωB97M-V functional and the def2-TZVPD basis.

Geometry as XYZ:
```
33
Properties=species:S:1:pos:R:3:forces:R:3
O -3.487679 0.532850 1.499049 -0.348 0.159 0.464
C -2.437094 -0.069945 1.767178 1.488 -1.347 -0.898
O -1.678482 -0.062793 2.770558 -0.440 0.440 0.421
C -1.861723 -0.990374 0.602009 -0.456 0.593 0.038
C -1.204873 -0.043392 -0.459887 -0.863 -1.899 1.865
C 0.038445 0.624722 0.133063 0.259 1.511 -1.081
O 1.116843 0.386161 -0.708830 0.893 0.278 0.168
N -2.892628 -1.892179 0.025824 -0.062 0.467 -0.723
H -1.068107 -1.642371 0.956260 0.154 0.078 0.445
H -2.033397 0.577788 -0.803707 0.358 0.373 -0.269
H -0.844880 -0.752304 -1.206553 0.047 0.328 -0.446
H -0.175450 1.714271 0.270268 -0.017 -0.145 -0.401
H 0.253575 0.381344 1.184726 -0.245 -0.884 -0.051
H -3.132996 -1.508022 -0.887964 0.029 -0.102 0.006
H -3.761998 -1.764682 0.531270 0.042 0.126 0.277
H 1.335347 -1.498036 -2.514617 0.025 -0.246 -0.162
H 1.290470 -0.058283 -2.289323 -0.474 -0.370 -0.171
O 1.343782 -0.708870 -3.064235 0.055 0.349 0.288
H 3.489941 1.067004 -0.075057 0.014 -0.045 -0.254
H 2.910468 0.387460 1.141801 -0.556 -0.192 -0.193
O 3.672186 0.880012 0.851063 0.814 0.254 0.528
H 0.258201 -1.504303 2.947207 -0.601 -0.110 0.365
H 1.698321 -1.301549 2.898541 0.364 -0.213 0.173
O 1.064645 -1.875718 3.344565 -0.014 0.468 -0.509
H -2.529218 -1.412280 -3.249548 0.188 -0.041 0.242
H -1.441700 -0.338346 -3.091201 0.511 -0.038 0.368
O -2.212331 -0.579095 -3.601377 -0.672 0.058 -0.754
H 3.167835 1.426194 -2.792929 -0.333 -0.661 -0.905
H 2.336725 1.228837 -1.421348 -0.444 0.006 -0.378
O 3.129114 1.648976 -1.881873 0.351 0.785 1.465
H 1.631004 2.784730 1.784921 -0.084 -0.861 -0.320
H 0.831851 1.741109 2.720595 -0.073 -0.230 -0.716
O 1.193813 2.621076 2.619559 0.091 1.108 1.116
```
Positions in Å, forces in eV/Å.

Values from the calculation:
HOMO (Eh): -0.06761
DFT total energy (eV): -24374.804
Gap between HOMO and LUMO (eV): 7.5061
Charge: -2
Energy relative to the best compared isomer or geometry (same formula, charge and spin) (kcal/mol): 47.1
2S+1: 1
LUMO energy (eV): 5.67
Max |F| (eV/A): 2.80

Here are the Löwdin charges for atoms 1 to 5, given in e: -0.06, -0.70, -0.08, -0.33, -0.15

=====

An isolated molecule of C4H2, computed with the ωB97M-V functional and the def2-TZVPD basis.

Geometry as XYZ:
```
6
Properties=species:S:1:pos:R:3:forces:R:3
C 1.904697 -0.019737 -0.038147 2.856 0.843 0.360
C 0.724063 -0.187085 0.017649 -3.044 0.189 -0.489
C -0.715496 -0.166250 -0.043309 -0.365 0.516 0.323
C -1.927152 0.027059 -0.032544 2.773 -0.800 0.165
H 2.997333 0.279969 0.014346 -2.182 -0.855 -0.188
H -2.983445 0.066046 0.082006 -0.038 0.106 -0.171
```
Positions in Å, forces in eV/Å.

Values from the calculation:
HOMO (Eh): -0.36480
DFT total energy (eV): -4176.137
Gap between HOMO and LUMO (eV): 11.0011
Charge: 0
Energy relative to the best compared isomer or geometry (same formula, charge and spin) (kcal/mol): 6.8
2S+1: 1
LUMO energy (eV): 1.07
Max |F| (eV/A): 3.09

Here are the Löwdin charges for atoms 1 to 5, given in e: 0.09, -0.17, -0.14, 0.12, 0.07

=====

- Which value of HOMO does entry 1 give?
  -0.46682 Eh

=====

What did the second record say?
A cluster of 6 separate species, C4H19NO6 in total, computed with the ωB97M-V functional and the def2-TZVPD basis.

Geometry as XYZ:
```
30
Properties=species:S:1:pos:R:3:forces:R:3
C -0.728750 -0.495485 -2.685296 -0.874 -0.179 -1.693
C -0.329239 0.954896 -2.497250 0.855 -0.224 0.452
C 0.798452 1.175139 -1.484355 -0.395 1.117 0.766
O 1.219865 2.318167 -1.347948 0.258 -0.326 -0.517
N 1.123443 0.202176 -0.580520 -0.735 0.539 -0.727
C 1.663133 0.557349 0.751437 0.346 -1.035 -1.710
H -1.611332 -0.559411 -3.338415 -0.066 0.228 0.277
H -0.035947 -1.098633 -3.283937 0.444 0.173 0.510
H -1.022832 -1.023203 -1.785554 0.178 0.034 0.270
H -1.166494 1.554282 -2.125116 -0.034 -0.230 0.341
H -0.038242 1.537650 -3.373809 0.057 -0.604 -0.310
H 1.035395 -0.739503 -0.921580 -0.101 -0.193 0.557
H 1.794004 1.626586 0.733445 -0.024 0.203 0.274
H 2.631691 0.057814 0.775187 0.031 0.132 0.809
H 0.951103 0.220006 1.496774 0.307 0.067 0.289
O -1.119844 -3.057348 -0.383024 -0.784 0.965 -0.079
H -1.556708 -3.906739 -0.319070 0.387 -0.266 -0.210
H -0.293793 -3.118360 -0.859998 0.106 -0.670 0.088
O -0.437136 -1.078994 3.249926 -0.467 0.281 -0.107
H -1.214200 -1.648367 3.299915 0.033 -0.008 0.370
H -0.789066 -0.395693 2.641555 0.194 -0.123 0.142
O 0.601789 -3.189824 1.790265 0.714 -0.350 -0.231
H 1.082086 -2.357376 1.818438 0.095 -0.017 0.178
H -0.205340 -2.942011 2.235799 -0.186 0.030 0.009
O -1.730475 0.246352 1.272008 0.135 -1.181 1.203
H -1.334736 0.037667 0.426379 -0.279 0.777 -0.438
H -2.222355 1.048643 1.410089 0.102 0.569 -0.927
O -0.139131 3.567694 0.461768 -0.691 0.351 0.946
H 0.730223 3.927360 0.284903 0.161 -0.071 -0.219
H -0.429602 3.216168 -0.377480 0.233 0.011 -0.313
```
Positions in Å, forces in eV/Å.

Values from the calculation:
HOMO (Eh): -0.36317
DFT total energy (eV): -18231.093
Gap between HOMO and LUMO (eV): 10.2383
Charge: 0
Energy relative to the best compared isomer or geometry (same formula, charge and spin) (kcal/mol): 30.4
2S+1: 1
LUMO energy (eV): 0.36
Max |F| (eV/A): 2.03

Here are the Löwdin charges for atoms 1 to 5, given in e: -0.11, -0.15, -0.49, 0.00, 0.02

=====

- Look up the HOMO of the second one.
  -0.36317 Eh